Molecular formula: C37H64N8O13
Method: DFT, ωB97M-V with the def2-TZVPD basis set

Properties
* maximum force: 18.5 eV Å⁻¹
* multiplicity: 1
* total charge: 0
* LUMO: -3.576 eV

Each line ends with the Mulliken charge.
CARTESIAN COORDINATES (ANGSTROEM)
O (-7.671, -3.060, -1.342)  -0.57
O (0.749, 0.839, 0.615)  0.05
O (0.431, -5.370, -5.645)  -0.58
O (2.763, -0.388, -3.499)  -0.59
O (-0.010, -0.683, -0.742)  0.26
O (5.542, 2.204, 1.868)  -0.53
O (-6.498, -4.191, 0.056)  -0.60
O (-6.463, 4.231, 2.385)  -0.57
O (0.428, -1.151, 1.382)  -0.93
O (-6.531, 2.517, 0.973)  -0.55
O (-1.298, -3.555, -0.233)  -0.53
O (2.738, 3.213, -2.472)  -0.34
O (-1.526, -1.733, 4.866)  -0.71
N (-6.619, -3.317, -0.810)  0.92
N (-5.885, 3.206, 1.879)  0.85
N (1.743, 3.777, -2.000)  1.08
N (-2.071, -5.053, 1.182)  0.14
N (-0.745, -3.809, -4.578)  0.25
N (0.586, -2.604, 4.909)  0.28
N (4.609, 0.669, 3.351)  0.21
N (4.574, -0.007, -2.313)  0.20
C (0.466, -3.567, 6.012)  -1.19
C (-4.336, -0.707, -2.577)  -0.42
C (3.281, 4.245, -0.049)  -1.54
C (-0.307, -1.704, 4.438)  -0.36
C (-0.620, 3.386, -1.432)  -0.17
C (-2.302, 1.781, 1.365)  0.81
C (-4.461, -2.167, 0.151)  -1.61
C (-1.260, -4.016, 0.979)  0.02
C (4.853, -0.488, 4.145)  -1.42
C (-2.145, -3.474, -4.227)  -0.79
C (-0.570, 4.685, -0.457)  -1.33
C (0.456, 2.276, -3.344)  -1.38
C (1.899, -2.615, 4.194)  -1.65
C (-3.860, 1.953, 1.074)  -0.84
C (0.042, 4.591, -3.570)  -2.00
C (-5.430, -1.757, -2.328)  -0.41
C (-1.581, 2.531, 2.429)  0.16
C (-3.741, 3.658, 3.159)  -0.85
C (-3.370, -0.398, -1.647)  -0.17
C (0.439, -0.339, 0.444)  -0.22
C (3.238, -0.120, -2.465)  0.63
C (5.441, -0.357, -3.401)  -1.19
C (3.234, 0.764, 2.715)  0.21
C (-3.019, -5.639, 0.194)  -0.56
C (2.012, 4.762, -0.807)  1.34
C (-4.585, 2.867, 2.117)  -0.12
C (5.656, 1.458, 2.972)  0.11
C (0.740, 4.750, 0.183)  -0.32
C (-5.577, -2.335, -0.948)  -0.05
C (-1.705, -5.947, 2.361)  -0.85
C (-2.257, 3.435, 3.175)  -0.32
C (5.260, 0.261, -1.025)  -0.51
C (0.412, 3.425, -2.614)  1.63
C (2.293, 6.065, -1.390)  -1.87
C (0.272, -2.977, -4.040)  -1.04
C (-0.619, -4.879, -5.370)  0.10
C (-3.417, -1.166, -0.186)  -0.52
H (3.737, 4.809, 0.841)  0.27
H (1.033, -3.647, -3.419)  0.27
H (0.900, 3.810, 0.856)  -0.10
H (-4.536, -2.534, 0.952)  1.58
H (3.048, 1.777, 2.912)  0.38
H (2.327, 0.050, 2.976)  -0.09
H (3.075, 6.027, -2.074)  0.47
H (-1.357, 4.569, 0.297)  0.34
H (6.632, 1.371, 3.744)  0.16
H (6.025, -0.481, -0.735)  0.39
H (-0.566, 1.906, -3.676)  0.40
H (2.556, 0.446, -1.687)  -0.07
H (0.954, 5.468, 1.045)  0.59
H (3.266, 3.100, 0.107)  0.27
H (5.623, 1.486, -1.155)  0.23
H (5.107, -1.114, -4.128)  0.29
H (1.079, 2.192, -4.219)  0.52
H (-0.294, -4.241, 5.837)  0.37
H (-1.535, -5.229, -5.766)  0.31
H (-2.555, 0.198, -2.073)  0.34
H (3.453, 0.652, 1.751)  -0.41
H (-1.575, 3.859, 3.788)  0.56
H (-4.301, 1.572, 0.243)  0.86
H (-3.814, -5.113, 0.043)  0.09
H (1.338, -3.969, 6.391)  0.45
H (6.499, -0.568, -3.073)  0.32
H (0.792, 1.313, -2.812)  -0.22
H (-2.886, -3.855, -4.810)  0.43
H (-2.696, -6.226, 2.940)  0.32
H (5.593, 0.453, -3.844)  0.55
H (0.831, 4.933, -4.058)  0.64
H (-1.168, -6.862, 1.937)  0.34
H (-2.620, -0.844, 0.363)  0.77
H (-1.673, 3.129, -1.993)  0.43
H (-0.296, 2.492, -0.842)  -0.32
H (-0.680, -3.679, 1.692)  0.36
H (-0.364, 2.410, 2.517)  -0.19
H (5.695, -0.439, 4.558)  0.73
H (-0.212, -0.949, 3.774)  0.79
H (0.903, -2.703, -4.746)  0.62
H (-1.113, -5.385, 2.992)  0.20
H (2.458, -3.640, 4.209)  0.31
H (0.016, -2.254, -3.334)  0.16
H (-2.326, -2.310, -4.022)  0.10
H (2.488, 6.868, -0.604)  0.39
H (0.091, -3.094, 6.925)  0.38
H (-4.255, 4.433, 3.672)  0.48
H (-0.308, 5.506, -3.191)  0.38
H (-2.489, -5.675, -0.806)  0.17
H (4.239, -0.330, 5.017)  0.42
H (4.604, 0.198, -0.174)  -0.29
H (-0.043, -1.583, -0.502)  -0.22
H (4.236, 4.390, -0.757)  0.31
H (4.593, -1.486, 3.810)  0.30
H (2.547, -2.034, 4.556)  0.98
H (-4.321, -0.177, -3.578)  0.34
H (1.857, -2.193, 3.187)  0.39
H (-2.327, -3.680, -3.038)  0.19
H (-0.460, 5.561, -0.997)  0.59
H (-0.851, 4.204, -4.261)  0.33
H (-1.855, 1.164, 0.548)  -0.28
H (-6.055, -1.851, -3.248)  0.37
H (-3.192, -6.641, 0.738)  0.38
H (1.439, 6.473, -1.705)  0.54

---

Molecular formula: C4H14O2
Method: DFT, ωB97M-V with the def2-TZVPD basis set

Properties
* maximum force: 1.8 eV Å⁻¹
* multiplicity: 1
* total charge: 0
* LUMO: 0.663 eV

Each line ends with the Mulliken charge.
CARTESIAN COORDINATES (ANGSTROEM)
O (-3.552, 3.608, -1.575)  -0.64
O (1.318, 5.198, 4.775)  -0.64
C (0.124, -2.959, -2.148)  -1.25
C (0.340, -1.666, -1.390)  -0.31
C (0.370, -0.833, 1.038)  -1.33
C (0.782, -1.891, 0.050)  -0.34
H (-0.690, -3.576, -1.763)  0.32
H (0.821, -0.860, 2.029)  0.35
H (1.890, 4.904, 4.052)  0.32
H (-3.866, 4.034, -2.374)  0.32
H (-2.601, 3.513, -1.634)  0.32
H (-0.559, -1.025, -1.398)  0.27
H (0.648, -2.903, 0.450)  0.38
H (1.005, -3.576, -1.927)  0.32
H (0.195, -2.900, -3.217)  0.36
H (1.011, -0.981, -1.915)  0.33
H (0.529, 0.165, 0.617)  0.31
H (-0.713, -0.721, 1.178)  0.35
H (1.067, 4.342, 5.147)  0.32
H (1.878, -1.873, 0.005)  0.25

---

Molecular formula: C21H25F3O21
Method: DFT, ωB97M-V with the def2-TZVPD basis set

Properties
* maximum force: 6.6 eV Å⁻¹
* multiplicity: 1
* total charge: 0
* LUMO: -0.057 eV

Each line ends with the Mulliken charge.
CARTESIAN COORDINATES (ANGSTROEM)
F (5.797, -4.273, 1.807)  -0.27
F (-8.074, 2.076, -2.499)  -0.28
F (2.515, 3.231, -5.496)  -0.31
O (0.033, 2.524, -7.020)  -0.32
O (-6.800, 0.986, -4.963)  -0.33
O (-0.221, -0.200, 1.475)  -0.31
O (-5.918, -0.765, -3.938)  -0.51
O (-1.389, -7.286, 8.882)  -0.59
O (-6.035, 0.972, 3.751)  -0.33
O (-4.179, 0.280, 5.014)  -0.56
O (-5.165, -0.959, 3.336)  -0.31
O (0.485, 2.658, -4.856)  -0.32
O (9.567, -1.750, 1.361)  -0.52
O (0.802, -2.217, 1.545)  -0.63
O (-1.824, -5.510, 7.409)  -0.28
O (6.727, 3.329, -2.201)  -0.32
O (-6.065, 1.151, -2.890)  -0.28
O (-0.311, -1.377, -0.321)  -0.34
O (7.873, -3.301, 2.032)  -0.32
O (4.829, 2.493, -1.205)  -0.54
O (5.292, 4.775, -1.374)  -0.34
O (0.003, -6.649, 7.107)  -0.32
O (-1.526, 3.395, -5.698)  -0.48
O (7.388, -1.171, 1.603)  -0.28
C (-6.232, 0.366, -3.940)  0.63
C (-7.038, 0.223, 3.114)  -0.26
C (6.197, 5.640, -1.973)  -0.22
C (7.265, 4.590, -2.383)  -0.37
C (-7.032, 2.321, -4.670)  -0.34
C (6.503, -3.211, 2.226)  0.35
C (5.523, 3.443, -1.509)  0.70
C (1.679, 2.237, -5.401)  0.35
C (-6.911, 2.277, -3.148)  0.27
C (0.150, -1.330, 0.961)  0.77
C (-5.060, 0.121, 4.128)  0.70
C (8.395, -2.030, 1.602)  0.66
C (1.295, 1.900, -6.835)  -0.40
C (6.155, -1.887, 1.565)  -0.41
C (-0.082, -5.878, 5.968)  -0.28
C (-6.259, -0.953, 2.495)  -0.20
C (-0.479, 2.916, -5.871)  0.62
C (-0.712, 0.611, 0.506)  -0.32
C (-1.140, -0.335, -0.601)  -0.14
C (-1.072, -6.486, 7.925)  0.68
C (-1.046, -4.806, 6.447)  -0.29
H (-6.013, -0.862, 1.437)  0.21
H (6.739, 6.278, -1.274)  0.27
H (-7.460, 0.860, 2.337)  0.26
H (-0.328, -4.039, 6.739)  0.27
H (-7.997, 2.644, -5.060)  0.29
H (0.057, 1.305, 0.164)  0.25
H (-0.910, 0.022, -1.605)  0.19
H (8.171, 4.679, -1.784)  0.27
H (-6.830, -1.880, 2.558)  0.26
H (-1.495, 1.198, 0.987)  0.28
H (5.776, 6.038, -2.896)  0.29
H (-6.233, 2.970, -5.028)  0.28
H (0.898, -5.555, 5.616)  0.29
H (6.352, -3.155, 3.304)  0.24
H (-6.481, 3.178, -2.710)  0.26
H (5.334, -1.439, 2.125)  0.25
H (-7.884, -0.084, 3.729)  0.25
H (-1.716, -4.549, 5.626)  0.29
H (-2.157, -0.727, -0.599)  0.24
H (1.204, 0.818, -6.927)  0.28
H (2.003, 2.337, -7.539)  0.27
H (7.483, 4.770, -3.436)  0.26
H (5.852, -1.926, 0.518)  0.29
H (-0.509, -6.465, 5.155)  0.22
H (2.235, 1.444, -4.902)  0.31

---

Molecular formula: C14H12BNO5Rb
Method: DFT, ωB97M-V with the def2-TZVPD basis set

Properties
* maximum force: 6.1 eV Å⁻¹
* multiplicity: 2
* total charge: -2
* <S²>: 0.7729
* LUMO (spin up / spin down): 4.050 / 4.038 eV

Each line ends with the Mulliken spin population.
CARTESIAN COORDINATES (ANGSTROEM)
Rb (-1.917, 1.796, 2.529)  0.00
O (-4.123, 1.831, -1.777)  0.00
O (-3.577, 1.900, 0.139)  0.00
O (-0.368, 0.608, 0.436)  0.19
O (3.164, -2.081, -2.860)  0.20
O (-4.719, 3.504, -0.575)  0.00
N (-4.092, 2.469, -0.783)  0.00
C (-0.015, -0.639, -1.643)  0.04
C (1.810, -0.154, 0.129)  0.14
C (0.894, -1.405, -2.379)  0.07
C (2.256, 0.258, 1.452)  0.00
C (2.787, -0.811, -0.749)  0.07
C (-0.929, -1.672, -4.064)  0.01
C (4.109, -0.826, -0.401)  -0.01
C (-1.823, -1.098, -3.139)  0.02
C (2.396, -1.488, -2.073)  0.08
C (4.531, -0.454, 0.862)  0.05
C (0.344, -1.954, -3.627)  0.00
C (0.397, 0.061, -0.328)  0.05
C (-1.387, -0.512, -1.977)  0.00
C (3.619, 0.112, 1.837)  0.05
B (-2.835, 1.340, 5.597)  0.00
H (-3.563, 0.554, 5.731)  0.00
H (1.710, 0.765, 2.234)  0.02
H (-1.991, 0.921, 5.071)  0.00
H (1.093, -2.439, -4.237)  0.01
H (-2.829, -0.968, -3.510)  0.00
H (-3.337, 2.148, 5.088)  0.00
H (-2.201, -0.129, -1.380)  0.01
H (5.573, -0.551, 1.126)  0.00
H (-1.409, -2.146, -4.908)  0.00
H (4.014, 0.477, 2.774)  0.00
H (-2.435, 1.767, 6.503)  0.00
H (4.851, -1.186, -1.099)  0.01